# 1
The following is a DFT calculation (the ωB97M-V functional and the def2-TZVPD basis) of a molecular structure, C19H27As2BiF5N3O2SiTe in a non-equilibrium geometry.

The HOMO energy comes out at -0.305 Eh.

Geometry as ORCA input:
```
! wB97M-V def2-TZVPD RIJCOSX def2/J DEFGRID3
* xyz 0 1
Bi 1.0288 -0.2672 -1.0878
C 4.1788 0.5228 3.3470
As 2.9525 -0.2100 2.0476
C 3.4581 -2.0552 1.9120
C 1.2561 0.0266 2.9702
C 1.2822 -0.5303 4.2439
C 0.1993 -0.3918 5.0978
C -0.9110 0.3204 4.6843
C -0.9482 0.8628 3.4083
C 0.1204 0.7117 2.5337
As -0.1392 1.3744 0.7417
C -0.0214 3.2909 0.7773
C -2.0507 1.2050 0.5049
H 3.7418 0.4376 4.3357
H 4.3508 1.5646 3.1047
H 5.1121 -0.0214 3.2739
H 3.4166 -2.4943 2.9065
H 4.4678 -2.0353 1.5122
H 2.7947 -2.5976 1.2463
H 2.1419 -1.0963 4.5774
H 0.2265 -0.8507 6.0778
H -1.7603 0.4397 5.3449
H -1.8321 1.3983 3.0903
H -0.5793 3.6107 1.6536
H -0.4964 3.6601 -0.1297
H 1.0117 3.6101 0.8269
H -2.5604 1.9338 1.1303
H -2.3679 0.1929 0.7443
H -2.2658 1.4120 -0.5419
C -4.4024 1.0031 -3.5849
Si -2.8126 0.7567 -4.5022
C -2.8881 -0.7850 -5.5254
C -2.4055 2.2340 -5.5373
C -1.4566 0.5253 -3.2674
C -0.5541 0.3670 -2.4680
H -5.2224 1.1242 -4.2986
H -4.3696 1.8959 -2.9542
H -4.6330 0.1442 -2.9487
H -3.6205 -0.6721 -6.3296
H -3.1830 -1.6462 -4.9196
H -1.9176 -1.0049 -5.9776
H -3.1591 2.3647 -6.3187
H -1.4307 2.1186 -6.0179
H -2.3783 3.1441 -4.9326
F 4.9296 1.4180 -1.4881
Te 3.7631 1.2094 -0.0484
F 5.3206 0.6335 0.8450
F 3.8370 -0.6091 -0.7197
F 2.4965 2.0841 1.3289
F 4.4374 2.8997 0.3147
O 2.3562 1.5392 -1.2171
N -1.4020 -2.7683 -1.3866
C -0.8430 -2.6560 -0.1541
O -0.5136 -1.4864 0.2519
C -0.6106 -3.8047 0.6111
C -0.9973 -5.0735 0.0916
N -1.2982 -6.0741 -0.4000
C 0.0444 -3.7042 1.8725
N 0.5749 -3.6235 2.8956
H -1.7699 -3.6527 -1.6979
H -1.6989 -1.9252 -1.8508
*
```

=====

# 2
The following is a DFT calculation (the ωB97M-V functional and the def2-TZVPD basis) of a molecular structure, C19H27BaClN8O6S.

The energy above the lowest of the compared OMol25 structures with the same formula, charge and spin comes out at 0.229 eV. The HOMO energy comes out at -0.114 Eh.

Geometry as ORCA input:
```
! wB97M-V def2-TZVPD RIJCOSX def2/J DEFGRID3
* xyz -2 1
Ba 0.7073 -0.2007 -0.8904
O 2.3295 -1.7793 0.9622
C 3.6085 -1.1764 1.0444
C 3.5498 0.1445 1.8097
N 2.4317 0.9914 1.3834
C 1.6321 1.4619 2.5141
C 0.9687 0.3953 3.4105
O 0.4652 0.8253 4.4562
O 0.9624 -0.8135 3.0159
C 2.8867 2.1366 0.6017
C 3.5470 1.8109 -0.7545
O 4.3475 2.6528 -1.1909
O 3.1592 0.7569 -1.3400
H 1.8049 -1.4294 1.7381
H 3.9699 -1.0101 0.0296
H 4.3143 -1.8453 1.5599
H 4.5070 0.6718 1.6931
H 3.4306 -0.0808 2.8718
H 0.8123 2.0583 2.1096
H 2.2208 2.1164 3.1774
H 3.5812 2.7706 1.1742
H 2.0097 2.7499 0.3648
S -1.5071 -5.2638 -1.4534
C -0.4629 -3.9813 -1.6855
N 0.2645 -3.0897 -1.8464
N -5.2586 -2.0000 -1.7670
C -4.5466 -1.3881 -2.4586
N -3.8365 -0.6783 -3.2986
C -2.5646 -0.4849 -3.0574
N -1.4304 -0.2641 -2.9185
C -1.7442 2.0923 0.9158
O -0.8577 1.2698 0.2786
H -2.0023 3.0015 0.3273
H -1.3807 2.4626 1.8937
H -2.7207 1.6039 1.1337
Cl 2.6391 4.9141 -4.7532
C 1.3803 4.1457 -3.8228
C 0.1079 4.6838 -3.8100
C -0.8610 4.0435 -3.0557
C -0.5155 2.8962 -2.3571
N 0.7158 2.3875 -2.3867
C 1.6598 2.9961 -3.0988
H -0.1098 5.5808 -4.3752
H -1.8722 4.4249 -3.0094
H -1.2201 2.3534 -1.7367
H 2.6559 2.5664 -3.0689
N -2.8357 -3.7723 1.0565
C -1.7293 -3.8219 2.0622
C -0.5450 -3.0250 1.5267
N -0.9040 -1.6998 1.0711
C -2.1039 -1.5994 0.2638
C -3.2889 -2.3608 0.8241
H -3.6184 -4.3501 1.3491
H -2.4750 -4.1945 0.1556
H -1.4651 -4.8682 2.2153
H -2.1176 -3.3927 2.9876
H -0.0857 -3.5872 0.7120
H 0.1930 -2.9184 2.3195
H -0.8262 -1.0052 1.8065
H -1.9069 -1.9986 -0.7388
H -2.3422 -0.5415 0.1447
H -4.1218 -2.3756 0.1215
H -3.6059 -1.9679 1.7925
*
```

=====

# 3
The following is a DFT calculation (the ωB97M-V functional and the def2-TZVPD basis) of 3 unconnected molecules or ions with the total composition C19H27BrF16O9P2 in a non-equilibrium geometry.

As for the SMILES: CCCCO[PH](Br)(CC(=O)OC(C)=O)CP(=O)(O)O.FC(F)C(F)(F)COC(F)(F)C(F)F.FC(F)C(F)(F)COC(F)(F)C(F)F. The HOMO energy comes out at -0.344 Eh.

Geometry as ORCA input:
```
! wB97M-V def2-TZVPD RIJCOSX def2/J DEFGRID3
* xyz 0 1
C -1.6774 6.0751 1.2498
C -1.1630 6.0125 -0.1897
C -1.2802 4.5912 -0.7566
C -0.9948 4.4969 -2.2611
O 0.3589 4.3234 -2.6594
P 1.3744 3.0924 -2.1285
Br 3.0015 1.3781 -1.5151
C 0.1007 1.7605 -2.2710
C -0.6685 1.3756 -1.0361
O -1.8814 1.3843 -0.9715
O 0.1110 0.9967 0.0074
C -0.5505 0.1558 0.9327
C -1.0562 0.8334 2.1647
O -0.6348 -1.0168 0.6898
C 1.8994 3.9623 -0.6019
P 3.5571 4.6827 -0.8324
O 4.1437 4.5273 -2.1692
O 4.4489 4.1466 0.3707
O 3.3196 6.2305 -0.4549
H -1.5882 7.0715 1.6825
H -2.7280 5.7726 1.2694
H -1.1362 5.3698 1.8887
H -0.1343 6.3782 -0.2525
H -1.8036 6.6494 -0.8078
H -0.6729 3.9001 -0.1657
H -2.3187 4.2709 -0.6166
H -1.6461 3.7397 -2.7116
H -1.3125 5.4444 -2.7088
H 2.1770 3.2781 -3.2390
H -0.6190 1.9821 -3.0563
H 0.6692 0.8776 -2.5760
H -2.1307 0.6462 2.2376
H -0.8902 1.9079 2.1663
H -0.5849 0.3702 3.0342
H 1.2477 4.7955 -0.3492
H 1.9516 3.2305 0.2055
H 4.4678 4.7396 1.1314
H 3.6270 6.7445 -1.2163
F 2.6296 -4.5649 -0.4803
C 2.4061 -5.6455 -1.2515
F 2.5887 -6.7534 -0.4954
C 3.3916 -5.6914 -2.4240
F 4.6485 -5.8247 -1.9563
F 3.0697 -6.8341 -3.1049
C 3.3239 -4.5609 -3.4601
O 4.2645 -3.5185 -3.3246
C 3.9917 -2.3973 -2.5867
F 2.7373 -2.3999 -2.1065
F 4.1197 -1.3290 -3.4026
C 5.0213 -2.2304 -1.4625
F 4.9888 -3.3145 -0.6559
F 4.7117 -1.1471 -0.7237
H 1.3747 -5.6319 -1.6140
H 3.5836 -5.0403 -4.4030
H 2.3068 -4.1803 -3.5599
H 6.0222 -2.1226 -1.8841
F -6.0069 -3.1001 3.6651
C -5.5513 -3.8105 4.7155
F -5.9306 -3.1817 5.8514
C -4.0221 -3.8941 4.6927
F -3.4977 -2.6590 4.8296
F -3.6967 -4.6181 5.8063
C -3.3636 -4.6243 3.5143
O -2.8623 -3.8131 2.4753
C -3.6179 -3.4690 1.3907
F -4.8262 -4.0611 1.3972
F -2.9683 -3.8918 0.2816
C -3.7406 -1.9471 1.2739
F -4.3556 -1.4464 2.3712
F -4.4973 -1.6507 0.1932
H -5.9919 -4.8109 4.7010
H -2.4785 -5.0918 3.9436
H -4.0019 -5.4246 3.1382
H -2.7544 -1.4961 1.1719
*
```

=====

# 4
The following is a DFT calculation (the ωB97M-V functional and the def2-TZVPD basis) of a molecular structure, C19H27ClIN3O2RhS in a non-equilibrium geometry.

The energy above the lowest of the compared OMol25 structures with the same formula, charge and spin comes out at 0.000 eV. The HOMO energy comes out at -0.381 Eh.

Geometry as ORCA input:
```
! wB97M-V def2-TZVPD RIJCOSX def2/J DEFGRID3
* xyz 1 1
Rh -0.0509 0.4468 0.2353
C 1.2292 2.9169 1.2708
C 0.6403 3.2527 -0.0965
N -0.4942 2.3573 -0.4410
C -1.8402 2.7790 -0.0108
C -2.0248 2.6655 1.4923
S -1.6210 0.9718 2.0444
C -0.3498 1.2449 3.3317
C 1.0764 0.9847 2.8523
N 1.2628 1.4463 1.4622
H 0.6761 3.3632 2.0944
H 2.2416 3.3200 1.3220
H 1.3982 3.0791 -0.8561
H 0.3354 4.3009 -0.1449
H -0.4886 2.2639 -1.4535
H -2.5511 2.1183 -0.5094
H -2.0432 3.8018 -0.3412
H -3.0656 2.8668 1.7406
H -1.4168 3.3807 2.0415
H -0.5769 0.5513 4.1394
H -0.5046 2.2516 3.7181
H 1.2519 -0.0879 2.8511
H 1.7977 1.4561 3.5251
H 2.1512 1.0950 1.1093
Cl -3.6386 -5.2655 -0.7512
C -2.5916 -4.0446 -0.1098
C -1.9996 -4.2220 1.1078
C -1.0884 -3.2766 1.6265
I -0.1672 -3.6078 3.4525
C -0.7759 -2.1400 0.9175
O 0.1521 -1.2657 1.2765
C -1.5072 -1.9038 -0.2871
N -1.2762 -0.6960 -0.8962
C -1.7306 -0.4857 -2.1097
C -2.5257 -1.4279 -2.7808
C -2.8582 -2.5956 -2.1520
C -2.3504 -2.8683 -0.8622
H -2.2122 -5.1180 1.6747
H -1.4925 0.4686 -2.5632
H -2.8696 -1.2109 -3.7816
H -3.4869 -3.3285 -2.6391
C 3.1231 -0.7530 -0.2884
C 2.2435 -0.4330 -1.4967
C 3.0823 0.1514 -2.6273
C 1.5482 -1.7039 -1.9700
O 1.3232 0.6099 -1.1600
H 3.8354 -1.5499 -0.5069
H 2.5102 -1.0901 0.5526
H 3.7051 0.1272 0.0064
H 3.7899 -0.5881 -3.0061
H 3.6465 1.0184 -2.2798
H 2.4378 0.4642 -3.4496
H 2.2888 -2.4530 -2.2531
H 0.9198 -1.5024 -2.8399
H 0.9317 -2.1361 -1.1807
*
```

=====

# 5
The following is a DFT calculation (the ωB97M-V functional and the def2-TZVPD basis) of a single C19H27ClN2O3 molecule in a non-equilibrium geometry.

The energy above the lowest of the compared OMol25 structures with the same formula, charge and spin comes out at 0.000 eV. As for the SMILES: OCC[C@H]1CN(Cc2cc3c(cc2Cl)OCO3)CCN1C1CCCC1. The HOMO energy comes out at -0.301 Eh.

Geometry as ORCA input:
```
! wB97M-V def2-TZVPD RIJCOSX def2/J DEFGRID3
* xyz 0 1
O 3.8044 2.6106 0.1549
C 3.5217 2.4566 1.5184
C 2.2926 1.5839 1.7896
C 2.5215 0.1214 1.3796
C 1.3043 -0.7482 1.7469
N 0.1722 -0.4352 0.8994
C -1.0280 -1.1502 1.2949
C -2.2430 -0.5658 0.6248
C -2.3144 0.8255 0.4857
C -3.4197 1.3634 -0.1194
C -4.4619 0.5575 -0.5862
C -4.4220 -0.8069 -0.4584
C -3.2896 -1.3476 0.1561
Cl -3.2434 -3.0686 0.3238
O -5.4334 1.3424 -1.1399
C -4.9772 2.6732 -1.0061
O -3.7167 2.6750 -0.3703
C 0.5238 -0.6917 -0.4854
C 1.6928 0.2187 -0.8619
N 2.8734 0.0163 -0.0381
C 3.7253 -1.1464 -0.3106
C 3.8705 -1.5147 -1.7883
C 4.7800 -0.4262 -2.3534
C 5.7614 -0.1138 -1.2121
C 5.1825 -0.7920 0.0416
H 3.7432 1.7187 -0.2349
H 3.3577 3.4630 1.9150
H 4.3914 2.0241 2.0420
H 1.4315 1.9906 1.2618
H 2.0763 1.6121 2.8586
H 3.3722 -0.2523 1.9609
H 1.0312 -0.5553 2.7871
H 1.5815 -1.8170 1.6637
H -1.1429 -1.0401 2.3789
H -0.9538 -2.2278 1.0735
H -1.5038 1.4362 0.8429
H -5.2210 -1.4347 -0.8134
H -4.8888 3.1338 -2.0029
H -5.6963 3.2495 -0.4024
H -0.3391 -0.4648 -1.1150
H 0.7979 -1.7525 -0.6406
H 1.9459 0.0974 -1.9129
H 1.3729 1.2545 -0.7230
H 3.3862 -2.0228 0.2645
H 4.3808 -2.4789 -1.8341
H 2.9293 -1.6172 -2.3234
H 4.1953 0.4602 -2.5995
H 5.2899 -0.7554 -3.2578
H 5.8517 0.9611 -1.0660
H 6.7554 -0.5030 -1.4307
H 5.7264 -1.7109 0.2643
H 5.2510 -0.1440 0.9124
*
```

=====

# 6
The following is a DFT calculation (the ωB97M-V functional and the def2-TZVPD basis) of a molecular structure, C19H27CsN2S2SeSi.

The HOMO energy comes out at -0.062 Eh.

Geometry as ORCA input:
```
! wB97M-V def2-TZVPD RIJCOSX def2/J DEFGRID3
* xyz -2 1
Cs 1.0419 1.5084 -0.1994
C -2.2247 -0.5728 -0.4303
N -1.5584 -0.2407 0.8158
C -0.9010 -1.4067 1.3743
C -0.1040 -1.0889 2.6455
N 1.2890 -0.8290 2.3561
C 2.0110 -2.0393 2.0091
C 1.9985 -0.0768 3.3330
C 1.5997 -0.0221 4.6590
C 2.3070 0.7080 5.6043
C 3.4579 1.3766 5.2234
C 3.8825 1.3196 3.9138
C 3.1705 0.6155 2.9373
S 3.7547 0.6256 1.3185
C -2.4426 0.4739 1.6739
C -3.0791 -0.1343 2.7440
C -3.9198 0.5683 3.5956
C -4.1558 1.9112 3.3552
C -3.5499 2.5278 2.2831
C -2.6731 1.8501 1.4285
S -1.9537 2.7336 0.1437
H -3.0151 -1.3291 -0.2753
H -1.5071 -0.9712 -1.1499
H -2.6776 0.3306 -0.8382
H -0.2156 -1.7742 0.6056
H -1.6205 -2.2221 1.5846
H -0.2197 -1.9338 3.3525
H -0.5291 -0.1959 3.1088
H 1.9408 -2.7929 2.8141
H 3.0567 -1.7889 1.8508
H 1.6287 -2.4786 1.0863
H 0.7234 -0.5636 4.9885
H 1.9625 0.7474 6.6314
H 4.0283 1.9440 5.9512
H 4.7793 1.8378 3.6010
H -2.9261 -1.1917 2.9247
H -4.3795 0.0622 4.4364
H -4.8105 2.4786 4.0071
H -3.7362 3.5723 2.0770
C 1.1837 1.1804 -6.0316
Si 0.7341 -0.6134 -6.5326
C 1.8663 -1.0873 -8.0060
C -1.0341 -0.5052 -7.2527
Se 0.8796 -2.0823 -4.9013
H 1.1633 1.8571 -6.8836
H 2.1745 1.2170 -5.5894
H 0.4837 1.5524 -5.2877
H 1.6157 -0.5586 -8.9245
H 1.7888 -2.1531 -8.2044
H 2.9043 -0.8763 -7.7678
H -1.0554 -0.0759 -8.2519
H -1.6605 0.1026 -6.6078
H -1.4790 -1.4938 -7.3015
*
```

=====

# 7
The following is a DFT calculation (the ωB97M-V functional and the def2-TZVPD basis) of a single C19H27FN4O4S molecule.

The energy above the lowest of the compared OMol25 structures with the same formula, charge and spin comes out at 0.038 eV. As for the SMILES: CN(C(=O)c1cc(S(N)(=O)=O)n(C)c1)[C@H]1CCCN(C(=O)C(F)=C2CCC2)CC1. The HOMO energy comes out at -0.329 Eh.

Geometry as ORCA input:
```
! wB97M-V def2-TZVPD RIJCOSX def2/J DEFGRID3
* xyz 0 1
C -1.4522 -2.5082 1.0360
N -0.1346 -2.2792 0.4698
C 0.4615 -1.0533 0.4223
O 1.4891 -0.8592 -0.2186
C -0.1179 0.0870 1.1860
C -1.4230 0.4470 1.6035
C -1.3221 1.6791 2.2006
S -2.6148 2.5974 2.8974
N -2.7111 3.9117 1.8977
O -3.7886 1.7868 2.7768
O -2.2093 3.1354 4.1638
N -0.0110 2.0908 2.1698
C 0.5261 3.3244 2.7209
C 0.7090 1.1349 1.5482
C 0.4122 -3.3294 -0.3994
C 0.5178 -4.6652 0.3519
C 1.7053 -5.5308 -0.0763
C 1.8869 -5.6215 -1.5944
N 0.6234 -5.6011 -2.3342
C -0.3510 -6.5438 -2.2182
O -1.5173 -6.3178 -2.5178
C -0.0166 -7.8997 -1.6965
F 1.2789 -8.3150 -1.7554
C -0.9209 -8.7182 -1.1904
C -0.8214 -10.0947 -0.5778
C -2.3172 -9.9682 -0.1710
C -2.4038 -8.6238 -0.9457
C 0.1877 -4.2780 -2.7807
C -0.4327 -3.4296 -1.6756
H -1.5259 -2.0755 2.0312
H -2.2550 -2.1099 0.4098
H -1.6078 -3.5798 1.1342
H -2.3529 -0.0779 1.4838
H -3.3246 3.7429 1.1096
H -2.9915 4.7275 2.4293
H 1.5862 3.3644 2.4860
H 0.0233 4.1803 2.2746
H 0.3838 3.3515 3.7986
H 1.7686 1.2393 1.3861
H 1.4131 -2.9826 -0.6553
H 0.6138 -4.4617 1.4209
H -0.4079 -5.2353 0.2243
H 2.6287 -5.1290 0.3490
H 1.5790 -6.5321 0.3417
H 2.4445 -4.7548 -1.9477
H 2.4723 -6.4968 -1.8576
H -0.6132 -10.8797 -1.3059
H -0.1010 -10.1892 0.2350
H -2.9668 -10.7608 -0.5360
H -2.4657 -9.8650 0.9020
H -2.7308 -7.7463 -0.3889
H -2.9849 -8.6615 -1.8666
H 1.0661 -3.7763 -3.1904
H -0.5337 -4.4110 -3.5839
H -1.4144 -3.8424 -1.4281
H -0.5856 -2.4214 -2.0702
*
```

=====

# 8
The following is a DFT calculation (the ωB97M-V functional and the def2-TZVPD basis) of a molecular structure, C19H27GaN7O6 in a non-equilibrium geometry.

The energy above the lowest of the compared OMol25 structures with the same formula, charge and spin comes out at 3.820 eV. The HOMO energy (spin up / spin down) comes out at -0.424 / -0.424 Eh.

Geometry as ORCA input:
```
! wB97M-V def2-TZVPD RIJCOSX def2/J DEFGRID3
* xyz 1 1
O 2.3332 1.7979 -1.5717
H 3.0750 1.1896 -1.3387
Ga 1.1717 0.6618 -0.1858
N -0.1386 -1.5323 -0.2226
N 0.4615 0.2011 -2.0668
N -0.6457 0.5115 1.5162
N 0.0488 2.2532 -0.1517
O -0.7519 -2.2600 0.6355
O -1.3496 -0.3825 2.2185
O 0.0154 3.0973 -1.2161
O 0.3475 1.1020 -2.9461
C 0.3228 -1.1006 -2.4680
C -0.0086 -2.0527 -1.4728
C -0.7884 1.7530 1.9678
C -0.3651 2.7477 1.0268
C -0.3299 -3.4814 -1.7660
H -1.3934 -3.6190 -2.0250
H -0.0995 -4.0967 -0.8860
H 0.2740 -3.8312 -2.6131
C 0.4518 -1.3848 -3.9195
H 1.4419 -1.0534 -4.2668
H -0.3141 -0.8415 -4.4892
H 0.3576 -2.4579 -4.1232
C -1.5350 2.0333 3.2223
C -0.4749 4.2052 1.2769
H -1.2137 1.3416 4.0114
H -2.6201 1.9168 3.0844
H -1.3469 3.0588 3.5610
H -0.0343 4.7614 0.4442
H 0.0602 4.4688 2.2007
H -1.5203 4.5132 1.4097
H -1.1358 -1.2505 1.6946
H 0.3154 2.5093 -1.9837
C 1.9876 -0.3328 1.1320
H 2.0956 -1.4230 1.1414
H 2.0301 -0.0438 2.1820
H 2.9489 0.0685 0.7313
O 3.6026 -2.7566 2.7020
H 3.4551 -2.2449 3.5154
H 2.7546 -3.1966 2.5229
N -8.1837 -5.7253 2.4143
C -7.4936 -4.8984 2.0028
C -6.6330 -3.8485 1.4984
C -5.3326 -4.1565 1.0841
C -4.4772 -3.1470 0.6493
C -4.9503 -1.8270 0.6020
C -6.2550 -1.5063 0.9931
C -7.0922 -2.5283 1.4397
N -4.1008 -0.8023 0.1756
C -4.2906 0.5710 0.2274
C -3.1348 1.1562 -0.2308
N -2.2357 0.1707 -0.5346
C -2.8521 -0.9756 -0.3972
H -4.9777 -5.1829 1.1071
H -3.4481 -3.3748 0.3729
H -6.6148 -0.4792 0.9422
H -8.1085 -2.2982 1.7482
H -5.1988 1.0384 0.5534
H -2.8935 2.2114 -0.3220
H -2.5540 -1.9522 -0.7347
*
```